# 1
C11H11Cl5O | wB97M-V/def2-TZVPD

The geometry in XYZ format:
```
28
Properties=species:S:1:pos:R:3:mulliken_charge:R:1
Cl 0.29139 5.33734 1.68336 -0.17
Cl 2.25733 3.17068 2.73749 -0.17
C -0.16988 2.44655 -1.07673 0.31
H 0.84706 -3.81121 0.57594 0.47
C 0.38172 3.80951 0.86221 0.09
C 0.58944 -3.09446 -0.18499 -1.51
C -1.13439 -2.45459 1.51752 -1.69
H 0.06308 -3.55748 -1.04079 0.29
H -1.81252 -1.66642 1.85977 0.41
Cl -0.85462 2.38910 -2.69347 -0.21
H -0.73286 -0.13444 -2.51291 0.25
Cl -1.23449 4.96928 -1.03400 -0.16
Cl 2.54850 0.36815 1.27054 -0.14
C 1.41778 1.59373 0.61873 0.06
C -0.30229 -1.93945 0.37078 1.73
H -1.80813 -1.83636 -1.17482 0.48
C 1.27045 2.82836 1.30749 0.21
H 0.38410 -1.19802 0.82405 -0.44
C -0.32119 3.63461 -0.35960 0.18
H 1.55618 -2.73457 -0.56268 0.31
H 0.32075 -1.48929 -2.25724 0.42
O 0.89540 0.19404 -1.17291 -0.43
C 0.63810 1.38309 -0.56043 0.20
H -1.63238 -0.33802 -0.20391 0.25
C -1.10150 -1.17234 -0.68860 -0.89
C -0.16461 -0.62371 -1.74123 -0.59
H -1.72409 -3.33802 1.27118 0.36
H -0.46833 -2.73605 2.36527 0.38
```

As for the gap between HOMO and LUMO: 9.279 eV. As for the total charge: 0. The SMILES is CC(C)CCOc1c(Cl)c(Cl)c(Cl)c(Cl)c1Cl. The value obtained for the lowest unoccupied orbital energy is 0.14 eV.

---

# 2
C11H11ClMoN2O2 | wB97M-V/def2-TZVPD

The geometry in XYZ format:
```
28
Properties=species:S:1:pos:R:3:lowdin_spin:R:1
O -3.04839 -0.46869 0.94422 -0.06
C 0.16767 -1.17960 1.48661 0.09
H -1.18889 1.84923 -2.92836 0.00
C 0.67866 -1.59062 -1.51500 0.04
H 2.63566 -1.19146 -0.48066 0.00
C -0.23019 2.80367 3.18912 0.00
C -2.36858 0.02283 0.08723 -0.13
C -0.17741 -0.72423 -2.26565 0.02
N 0.07304 1.56715 1.34025 0.02
H 1.57703 2.84743 0.46213 0.00
H 0.53332 -2.65221 -1.33422 0.01
H 0.27261 2.72378 -2.42430 0.00
H -0.55136 3.21437 4.13048 0.00
Cl -3.07584 1.01482 -1.28068 -0.16
C -0.62464 1.66946 2.54866 0.01
Mo -0.12227 -0.00177 -0.19877 2.01
H 1.22305 4.25466 2.55280 0.00
O 0.45061 -1.83087 2.41096 0.09
H -1.08336 -1.01278 -2.78706 0.01
C 0.41100 0.60195 -2.26755 0.02
H 0.22752 1.86715 -3.97869 0.00
C 0.88624 2.62193 1.26095 0.02
C -0.09884 1.82693 -2.93390 0.01
H 2.32932 1.34420 -1.34787 0.00
N 0.72612 3.38642 2.35809 0.00
C 1.77855 -0.81218 -1.02093 0.00
C 1.61444 0.53498 -1.46816 0.00
H -1.34328 0.91866 2.85560 0.00
```

As for the gap between HOMO and LUMO (spin up / spin down): 5.950 / 6.943 eV. As for the total charge: +2. Its spin multiplicity is 3. The value obtained for the lowest unoccupied orbital energy (spin up / spin down) is -10.78 / -10.05 eV.

---

# 3
C11H11N | wB97M-V/def2-TZVPD

The geometry in XYZ format:
```
23
Properties=species:S:1:pos:R:3:mulliken_charge:R:1
C -3.16293 0.30514 1.37772 -0.41
N 3.37824 2.78394 -0.62260 -0.53
C 4.02727 -0.76213 0.66027 -0.59
H 3.75143 3.34142 -1.32087 0.27
C -3.46611 -0.51331 -0.87806 -0.54
C 3.72387 0.48394 0.34798 -0.24
H -4.10522 -0.71088 -1.67839 0.44
H -1.43700 -1.12055 -1.78731 -0.05
H 3.47869 -1.29205 1.49240 0.23
H 1.90038 -0.65487 -0.98416 0.12
C 0.24909 -0.50202 0.05645 -0.14
H -5.07935 0.04758 0.34038 0.36
H 0.33322 -1.29774 -1.90449 0.23
C 3.70255 1.65037 -0.22695 0.64
C -2.05211 -0.64516 -0.94592 -0.33
C -1.27568 -0.27053 0.11826 1.20
H 4.82986 -1.36754 0.20960 0.25
C 0.86942 -0.81626 -1.02912 -0.64
H -3.56925 0.74140 2.23819 0.41
H 0.82015 -0.00997 0.87190 0.17
C -4.00369 -0.00774 0.29693 -0.53
H -1.13563 0.46166 2.06445 0.43
C -1.77718 0.15531 1.30334 -0.74
```

As for the gap between HOMO and LUMO: 8.432 eV. As for the total charge: 0. The SMILES is C=Cc1ccccc1.C=C=C=N. The energy above the lowest of the compared OMol25 structures with the same formula, charge and spin is 476.6 kJ/mol. The value obtained for the lowest unoccupied orbital energy is -0.22 eV.

---

# 4
C11H11NO2 | wB97M-V/def2-TZVPD

The geometry in XYZ format:
```
25
Properties=species:S:1:pos:R:3:mulliken_charge:R:1
C 2.76353 0.96166 -0.23896 -0.52
H 2.71522 3.09449 -0.27610 0.41
H -5.16108 -0.46466 0.10030 0.38
N -0.22782 -1.20224 -0.05716 -0.45
C -1.28029 1.31654 0.19238 -0.51
H -1.76274 2.21316 -0.09830 0.41
C -1.57946 -1.03804 -0.07917 -0.41
H 0.66683 3.48730 0.78974 0.13
C 2.45468 -2.53858 0.17591 -0.61
H -2.08928 -1.94000 -0.55675 0.22
H 3.92053 0.86529 -0.50031 0.24
H -3.86804 -0.88412 1.41588 0.29
O -3.57098 0.46918 -0.54402 -0.38
C -2.20446 0.15874 0.14181 0.36
C 2.06860 -0.20459 -0.02091 0.25
C 2.13547 2.22133 -0.06912 -0.42
H 3.42687 -3.10093 -0.50700 0.21
H -3.86855 -2.22962 -0.10612 0.21
H 1.34818 -2.92852 -0.26976 0.27
C 0.74002 2.27230 0.22134 -0.78
C 0.64992 -0.19673 0.00899 0.21
O 2.79246 -1.22084 -0.13395 -0.34
C -4.12218 -0.84105 0.16168 -0.67
H 2.67694 -2.86792 1.48644 0.23
C 0.01051 1.08583 0.23036 1.27
```

As for the gap between HOMO and LUMO: 7.598 eV. As for the total charge: 0. The energy above the lowest of the compared OMol25 structures with the same formula, charge and spin is 1110.5 kJ/mol. The value obtained for the lowest unoccupied orbital energy is -0.14 eV.

---

# 5
C11H12Br21F3O2 | wB97M-V/def2-TZVPD

The geometry in XYZ format:
```
49
Properties=species:S:1:pos:R:3:lowdin_spin:R:1
C -0.24619 -26.84978 24.87666 0.02
H -5.84486 -28.97586 25.59509 0.00
H -5.37041 -28.64981 23.27014 0.00
C -8.92816 -27.38514 23.81937 0.00
C -5.66661 -29.36659 26.59691 0.00
Br 0.50863 -27.29131 19.61307 0.01
C -4.01847 -23.98933 29.79565 0.00
Br -6.02528 -27.14380 17.33151 0.00
C 0.06258 -25.96269 20.94515 0.00
C -4.12547 -24.86891 25.20243 0.00
H -0.26973 -26.46747 21.85227 0.00
H -2.51336 -28.06513 22.51501 0.00
Br -6.68451 -28.32381 27.91593 0.00
F -5.06933 -24.01778 24.70194 0.00
H -9.78099 -27.63058 24.45225 0.00
H -0.92174 -26.60852 24.05598 0.01
H -6.36184 -25.84377 19.36682 0.00
H -6.11857 -32.91758 19.52243 0.00
Br -6.13914 -31.24975 26.80664 0.00
Br -0.84659 -25.96058 26.50574 0.02
Br -2.10235 -23.71654 29.85951 0.00
C -3.84922 -25.85280 24.03265 0.00
Br -8.11125 -32.28087 20.98424 0.00
H -3.46927 -29.51485 22.01844 0.00
H -4.33934 -23.82548 30.82439 0.00
Br -4.78314 -22.59508 28.58524 0.00
C -3.32106 -28.74792 22.77867 0.00
C -4.59458 -27.92699 23.01775 0.00
O -3.10122 -25.55172 23.06987 0.00
Br -4.37815 -25.83892 29.08457 0.00
C -6.52969 -31.95043 19.81173 0.00
Br -6.89580 -30.91741 18.18645 0.00
Br -0.37664 -28.79418 25.16756 0.03
Br -7.61086 -26.29252 24.79639 0.00
Br -1.49929 -24.90757 20.34228 0.01
Br -8.75528 -25.88063 18.70378 0.00
F -3.15643 -24.16065 25.58805 0.00
H -3.09027 -29.27043 23.70701 0.00
O -4.43913 -27.07138 24.14381 0.00
C -6.96190 -26.68294 19.01494 0.00
Br -8.19107 -29.19336 23.40470 0.00
Br 1.70074 -24.89802 21.43585 0.49
H -4.80543 -27.41067 22.08124 0.00
Br 1.52069 -26.27611 24.30026 0.40
Br -7.04025 -28.17103 20.33268 0.00
Br -9.68632 -26.49089 22.20100 0.00
Br -3.73277 -29.04313 26.81123 0.00
F -4.63758 -25.46416 26.27604 0.00
Br -4.92921 -31.24157 20.71101 0.00
```

As for the gap between HOMO and LUMO (spin up / spin down): 7.279 / 2.570 eV. As for the total charge: +1. Its spin multiplicity is 2. The value obtained for the lowest unoccupied orbital energy (spin up / spin down) is -4.48 / -9.19 eV.

---

# 6
C11H12Br4N8O4SSn | wB97M-V/def2-TZVPD

The geometry in XYZ format:
```
41
Properties=species:S:1:pos:R:3:mulliken_charge:R:1
H -3.93029 -1.40975 1.10487 0.17
N 1.55293 0.04999 1.14518 1.22
H -1.57695 3.97052 -1.83848 0.26
C -2.04360 4.56579 -1.05414 -1.01
H 3.33501 2.73930 -1.79604 0.16
C -3.38273 0.53631 0.94729 0.44
C 1.05932 -3.24135 -0.53393 0.81
N -1.62758 1.56185 0.00004 -0.10
N 3.50038 2.04167 0.58860 -0.32
N 2.60056 2.10252 -1.52476 -0.17
S -3.66977 2.21000 1.33798 -0.13
C 2.02482 -4.29866 -0.36422 -0.46
C 2.60304 1.60740 -0.27822 0.61
H -4.98683 -0.29845 1.90746 0.21
C -2.20224 2.60519 0.49242 0.16
H -3.12085 4.57339 -1.21690 0.34
O 2.29810 0.21309 2.08794 -0.71
C -0.62227 -4.69442 0.71433 -0.36
C 0.35091 -5.63111 0.87458 0.30
O 0.60580 -0.76686 1.15866 -0.63
Sn -0.39276 -0.38175 -1.07002 1.13
H -1.68465 5.59090 -1.12648 0.36
N -2.29012 0.38550 0.24044 -0.19
Br 2.99084 -6.74924 0.57587 -0.02
N 1.69314 1.65072 -2.48418 -0.49
O 1.29802 -2.15250 -1.02497 -0.51
N -4.17851 -0.46115 1.33396 -0.37
C -0.36866 -3.48640 -0.02648 0.75
Br -0.01696 -7.19216 1.81459 -0.02
H -2.14497 4.63560 1.10144 0.38
Br -2.34941 -4.89606 1.40838 -0.05
H 3.51624 1.64090 1.51317 0.20
C 1.70371 -5.43335 0.31239 0.38
Br 3.73328 -3.98366 -1.06738 -0.05
H 4.18794 2.73635 0.34500 0.18
C -1.70354 4.00147 0.33331 -0.46
H 2.18719 1.14607 -3.21241 0.27
H -0.62232 3.99301 0.47588 0.19
N 1.64261 0.70348 -0.01568 -0.22
H 1.23298 2.44789 -2.90724 0.28
O -1.20180 -2.63204 -0.27225 -0.52
```

As for the gap between HOMO and LUMO: 6.229 eV. As for the total charge: +2. The energy above the lowest of the compared OMol25 structures with the same formula, charge and spin is 18.8 kJ/mol. The value obtained for the lowest unoccupied orbital energy is -8.12 eV.

---

# 7
C11H12BrNO4S | wB97M-V/def2-TZVPD

The geometry in XYZ format:
```
30
Properties=species:S:1:pos:R:3:mulliken_charge:R:1
Br 0.28098 -2.51712 -3.31864 -0.18
N -0.02633 1.26198 2.31524 -0.22
H -1.71613 1.74758 1.13016 0.32
H -1.53094 1.93814 5.17123 0.40
C -1.21734 1.32655 4.32891 -0.56
C 0.01510 1.89443 3.63234 -0.81
H -0.94801 0.13642 -2.99171 0.44
C 1.52180 -0.31671 -0.05413 -0.51
C -1.58688 -0.37821 1.42540 0.15
H -0.05535 2.98373 3.53227 0.40
H -1.01572 0.31535 4.68487 0.26
H 1.95417 -2.23252 -0.91883 0.44
O -0.68500 -1.22396 1.92226 -0.50
S 0.87910 2.06111 1.12095 1.25
C -0.25946 0.02002 -2.16959 -0.57
H -0.04312 -0.71588 2.45816 0.48
H -2.75949 2.26785 3.13326 0.35
H -3.01080 0.53100 3.34217 0.37
O 2.21374 2.14570 1.62486 -0.74
C 1.38276 -1.32064 -0.99480 -0.53
O -2.45138 -0.71897 0.67149 -0.60
C -1.41930 1.06023 1.92887 0.55
C -2.25686 1.30456 3.20489 -0.82
C 0.76956 0.83711 -0.17551 0.04
H -0.66778 1.94104 -1.29179 0.49
O 0.20839 3.26275 0.72059 -0.67
C 0.48480 -1.14250 -2.03777 0.12
C -0.11208 1.01935 -1.22392 -0.16
H 0.95911 1.64563 4.11685 0.33
H 2.21111 -0.40928 0.76984 0.48
```

As for the gap between HOMO and LUMO: 9.877 eV. As for the total charge: 0. The SMILES is O=C(O)[C@H]1CCCN1S(=O)(=O)c1ccc(Br)cc1. The energy above the lowest of the compared OMol25 structures with the same formula, charge and spin is 0.0 kJ/mol. The value obtained for the lowest unoccupied orbital energy is 0.17 eV.

---

# 8
C11H12CaNO5 | wB97M-V/def2-TZVPD

The geometry in XYZ format:
```
30
Properties=species:S:1:pos:R:3:mulliken_charge:R:1
H 1.70310 3.42756 0.09059 0.37
O -3.49837 -1.84455 0.26338 -0.40
C 1.14194 -1.83027 0.67142 0.31
H 2.10855 -2.14325 2.55072 0.54
Ca 0.20176 -0.96068 -2.19803 1.76
N -0.00056 -1.72631 0.01337 -0.28
C 2.41885 -1.62065 -0.15571 0.41
H 2.27612 1.32634 -1.59944 0.40
C 1.15558 -2.07666 2.04444 -0.52
O -2.15381 -1.32604 -1.44336 -0.66
C -2.31246 -1.65803 -0.27410 0.45
O 0.23362 1.29830 -1.91917 -0.50
H -0.88354 2.36115 0.67903 0.26
C 1.44426 2.02597 -1.54305 -0.48
H -0.06597 -2.42321 3.77031 0.46
H 1.37526 1.77311 0.58320 0.19
C -0.86232 2.15107 -1.49055 -0.40
H -2.20901 -2.22906 2.48978 0.53
C -1.16315 -1.86446 0.65104 0.28
H -1.03353 2.87972 -2.28448 0.28
H -1.74489 1.51950 -1.39481 0.27
C 1.12765 2.53737 -0.15365 -0.44
H -0.62364 3.86207 -0.18831 0.33
H 1.57735 2.81850 -2.28219 0.27
H -4.17739 -1.69017 -0.41178 0.40
C -0.39176 2.79894 -0.18774 -0.52
C -0.04905 -2.22812 2.70665 -0.37
O 2.17159 -1.35046 -1.39600 -0.86
O 3.48490 -1.68684 0.40576 -0.61
C -1.25109 -2.12083 2.00268 -0.46
```

As for the gap between HOMO and LUMO: 8.708 eV. As for the total charge: +1. The energy above the lowest of the compared OMol25 structures with the same formula, charge and spin is 0.0 kJ/mol. The value obtained for the lowest unoccupied orbital energy is -3.96 eV.